Entry 1:
Entry from the OMol25 dataset: a 2-piece molecular cluster, CH2Cl6Si2 overall (ωB97M-V with the def2-TZVPD basis set).

HOMO energy (spin up / spin down) ... -6.7 / -11.4 eV
Orbital gap (spin up / spin down) ... 6.924 / 8.221 eV
2S+1 ... 3

Atoms and positions in Å:
C1 -1.379 1.384 -0.231
Si1 0.235 0.709 0.512
Si2 -3.382 -0.284 0.156
Cl1 -1.314 1.770 -1.923
Cl2 -1.906 2.865 0.671
Cl3 1.509 2.262 0.466
Cl4 -3.003 -1.682 -1.237
Cl5 -5.111 0.756 -0.303
Cl6 -3.436 -1.011 2.049
H1 1.107 -0.268 -0.278
H2 -0.354 0.162 1.852



Entry 2:
Entry from the OMol25 dataset: C47H74BN7OPdS3SbTe as an isolated structure (ωB97M-V with the def2-TZVPD basis set).

Relative energy (zero: lowest compared OMol25 entry of this formula, charge and spin) ... 9.0 kcal per mole
HOMO energy (spin up / spin down) ... -12.6 / -12.5 eV
Orbital gap (spin up / spin down) ... 6.764 / 5.473 eV
Charge ... +2
2S+1 ... 2

Atoms and positions in Å:
Pd1 -0.330 0.013 0.892
C1 -1.739 -2.876 6.091
C2 -0.334 -3.152 5.568
C3 0.514 -3.833 6.649
C4 -0.391 -4.069 4.353
N1 0.324 -1.823 5.270
C5 0.740 -1.034 6.325
C6 1.372 0.037 5.813
N2 1.363 -0.082 4.440
B1 2.317 0.823 3.611
N3 2.954 0.009 2.449
C7 3.938 -0.903 2.749
C8 4.479 -1.325 1.592
N4 3.817 -0.684 0.561
C9 2.884 0.132 1.110
S1 1.696 1.118 0.313
C10 4.332 -0.839 -0.847
C11 5.727 -0.216 -0.880
C12 3.451 -0.170 -1.885
C13 4.385 -2.334 -1.162
N5 1.702 2.180 3.181
C14 2.486 3.307 3.187
C15 1.712 4.350 2.828
N6 0.441 3.862 2.586
C16 0.465 2.532 2.804
S2 -0.845 1.374 2.639
C17 -0.672 4.835 2.281
C18 -0.894 5.666 3.544
C19 -1.977 4.160 1.886
C20 -0.211 5.718 1.120
C21 0.685 -1.198 4.121
S3 0.307 -1.720 2.503
H1 -2.187 -3.812 6.424
H2 -2.367 -2.451 5.314
H3 -1.722 -2.191 6.938
H4 0.230 -4.883 6.709
H5 0.355 -3.403 7.636
H6 1.576 -3.783 6.410
H7 -0.773 -5.031 4.694
H8 0.597 -4.235 3.921
H9 -1.061 -3.699 3.583
H10 0.568 -1.313 7.346
H11 1.848 0.866 6.302
H12 3.210 1.112 4.357
H13 4.183 -1.159 3.764
H14 5.276 -2.021 1.417
H15 5.682 0.839 -0.610
H16 6.132 -0.295 -1.888
H17 6.418 -0.717 -0.203
H18 3.407 0.911 -1.774
H19 2.435 -0.557 -1.868
H20 3.896 -0.390 -2.857
H21 4.979 -2.906 -0.453
H22 4.840 -2.467 -2.143
H23 3.380 -2.756 -1.195
H24 3.527 3.271 3.452
H25 1.952 5.392 2.748
H26 -1.164 5.026 4.384
H27 -1.709 6.369 3.373
H28 -0.009 6.240 3.815
H29 -2.425 3.605 2.707
H30 -1.855 3.491 1.037
H31 -2.665 4.957 1.600
H32 0.703 6.266 1.339
H33 -0.987 6.454 0.917
H34 -0.050 5.128 0.216
C22 0.614 -3.469 -0.201
C23 -0.120 -2.433 -1.005
O1 -0.831 -2.822 -1.982
N7 0.005 -1.136 -0.845
Te1 -1.179 -0.595 -2.523
C24 -1.510 -1.257 -4.565
C25 -1.258 -2.462 -5.237
C26 -0.677 -3.740 -4.699
C27 -1.531 -2.499 -6.605
C28 -2.038 -1.426 -7.312
C29 -2.310 -1.509 -8.786
C30 -2.305 -0.267 -6.606
C31 -2.064 -0.144 -5.244
C32 -2.435 1.208 -4.675
C33 0.344 0.748 -3.114
C34 1.387 0.302 -3.936
C35 1.542 -1.104 -4.441
C36 2.384 1.210 -4.284
C37 2.395 2.516 -3.820
C38 3.490 3.470 -4.196
C39 1.364 2.916 -2.982
C40 0.335 2.059 -2.622
C41 -0.772 2.620 -1.782
H35 0.997 -4.207 -0.904
H36 -0.075 -3.986 0.469
H37 1.421 -3.034 0.380
H38 -0.758 -3.856 -3.633
H39 0.380 -3.812 -4.971
H40 -1.183 -4.581 -5.171
H41 -1.332 -3.425 -7.132
H42 -2.003 -2.471 -9.192
H43 -1.778 -0.725 -9.324
H44 -3.374 -1.379 -8.987
H45 -2.735 0.584 -7.125
H46 -3.302 1.585 -5.213
H47 -1.620 1.923 -4.805
H48 -2.700 1.210 -3.618
H49 1.278 -1.856 -3.691
H50 2.579 -1.280 -4.723
H51 0.922 -1.284 -5.317
H52 3.193 0.870 -4.920
H53 4.224 2.997 -4.846
H54 4.006 3.837 -3.308
H55 3.086 4.338 -4.719
H56 1.354 3.931 -2.599
H57 -0.409 3.457 -1.188
H58 -1.205 1.892 -1.088
H59 -1.583 2.984 -2.417
C42 -4.487 2.369 -0.219
C43 -4.454 0.860 -0.422
Sb1 -3.052 -0.198 0.781
C44 -4.100 -0.030 2.630
C45 -3.472 -0.779 3.792
C46 -3.712 -2.181 0.311
C47 -2.889 -3.306 0.922
H60 -5.327 2.809 -0.758
H61 -3.579 2.846 -0.581
H62 -4.606 2.634 0.833
H63 -4.280 0.582 -1.461
H64 -5.398 0.406 -0.113
H65 -5.088 -0.436 2.400
H66 -4.224 1.030 2.858
H67 -3.324 -1.831 3.546
H68 -4.120 -0.738 4.669
H69 -2.504 -0.365 4.077
H70 -3.743 -2.256 -0.778
H71 -4.742 -2.228 0.670
H72 -1.833 -3.206 0.690
H73 -3.219 -4.275 0.546
H74 -2.983 -3.325 2.008



Entry 3:
Entry from the OMol25 dataset: a 2-piece molecular cluster, C26H32N3O3 overall (ωB97M-V with the def2-TZVPD basis set).

Relative energy (zero: lowest compared OMol25 entry of this formula, charge and spin) ... 28.0 kcal per mole
HOMO energy ... -10.3 eV
Orbital gap ... 6.533 eV
Charge ... +1

Atoms and positions in Å:
C1 2.043 0.059 3.534
N1 0.910 -0.030 2.653
C2 0.092 -1.230 2.831
C3 -1.367 -0.807 2.593
C4 -1.371 0.735 2.483
C5 0.099 1.183 2.554
H1 2.714 0.856 3.194
H2 1.745 0.280 4.576
H3 2.600 -0.885 3.523
H4 0.433 -1.976 2.097
H5 0.245 -1.679 3.828
H6 -1.723 -1.257 1.661
H7 -1.998 -1.156 3.416
H8 -1.809 1.059 1.534
H9 -1.939 1.190 3.304
H10 0.294 1.874 3.393
H11 0.398 1.712 1.636
C6 8.044 -0.653 -0.274
O1 7.417 0.308 0.594
C7 7.709 0.313 1.913
C8 8.391 -0.690 2.625
C9 8.565 -0.540 4.002
C10 8.101 0.583 4.682
C11 7.402 1.577 3.967
O2 6.747 2.633 4.511
C12 6.588 2.662 5.947
C13 7.243 1.436 2.594
N2 6.465 2.407 1.886
C14 5.381 2.163 1.102
C15 4.639 0.920 1.150
C16 3.743 0.688 0.020
C17 2.531 0.097 0.149
C18 1.577 0.021 -0.945
C19 0.361 -0.692 -0.799
C20 -0.516 -0.850 -1.871
C21 -0.214 -0.271 -3.117
C22 0.960 0.477 -3.266
C23 1.841 0.638 -2.195
O3 4.791 0.122 2.098
N3 4.996 3.348 0.578
C24 3.854 3.592 -0.283
C25 5.887 4.335 0.985
C26 6.786 3.752 1.804
H12 7.696 -0.391 -1.274
H13 9.141 -0.579 -0.226
H14 7.722 -1.673 -0.021
H15 8.767 -1.562 2.088
H16 9.079 -1.325 4.561
H17 8.248 0.699 5.757
H18 5.910 3.494 6.136
H19 6.146 1.721 6.307
H20 7.555 2.835 6.440
H21 4.180 0.951 -0.946
H22 2.262 -0.397 1.085
H23 0.128 -1.127 0.178
H24 -1.439 -1.419 -1.744
H25 -0.884 -0.406 -3.966
H26 1.196 0.951 -4.220
H27 2.746 1.238 -2.317
H28 3.690 4.674 -0.330
H29 4.034 3.229 -1.304
H30 2.945 3.116 0.107
H31 5.764 5.363 0.681
H32 7.627 4.147 2.341



Asked for molar mass across the records above, the calculation gives 282.92, 1215.95, 434.56 g mol⁻¹ in order.
Asked for largest force on an atom across the records above, the calculation gives 3.8, 0.9, 3.8 eV/Å in order.